The following is a DFT calculation (ωB97M-V/def2-TZVPD) of a cluster of 2 separate species, C6H10N3O2S in total.

Values from the calculation:
Calculated total energy ... -947.109197 hartree
Total charge ... +1
2S+1 ... 3
HOMO level (spin up / spin down) ... -9.058 / -13.149 eV
⟨S²⟩ ... 2.0260
Relative energy (zero: lowest compared OMol25 entry of this formula, charge and spin) ... 97.3 kJ/mol
Lowest unoccupied orbital energy (spin up / spin down) ... -2.71 / -6.80 eV
Kohn-Sham gap (spin up / spin down) ... 0.2333 / 0.2332 hartree

Each line ends with the Löwdin spin population.
Geometry (Å):
S  -0.3630  1.1229  2.4821  0.00
O  0.6132  1.9890  1.4935  0.00
O  -0.7883  0.1376  1.5089  0.02
N  0.8559  -0.3707  -1.2988  0.28
N  -1.7092  2.1868  2.5687  0.00
N  0.9117  -1.8431  0.3113  0.23
C  2.1811  -1.4950  -0.0788  0.29
C  0.1281  0.3051  -2.2889  0.04
C  -1.1343  0.0025  -2.1813  0.21
C  0.0765  -1.1959  -0.6035  0.57
C  2.1609  -0.4309  -0.9506  0.14
C  -1.3023  -1.1036  -1.1443  0.10
H  0.7748  0.9442  -2.7628  0.00
H  -1.9723  0.2602  -2.8445  0.01
H  -1.5213  -1.9814  -1.7494  0.04
H  -1.7873  2.3769  3.4717  0.00
H  2.9325  0.1187  -1.2855  0.01
H  -1.9679  -0.9966  -0.2051  0.03
H  0.7856  2.8354  1.9001  0.00
H  -2.3964  1.5375  2.3130  0.00
H  3.0020  -1.9578  0.3277  0.02
H  0.5200  -2.4418  1.0165  0.01

Cartesian forces (eV/Å) of the 6 atoms listed first:
S 0.1147 1.0728 -0.8198
O -0.0955 -0.3277 0.2887
O -0.4347 -1.1289 0.0861
N 3.3385 4.6341 -3.6638
N 2.8364 -1.1413 -4.0714
N 0.1086 -0.6413 -0.2869